(1)
Here is a cluster of 5 separate species, C29H33F33N2O7P in total from the Open Molecules 2025 dataset. Energies are from the ωB97M-V functional and the def2-TZVPD basis.

Last column: Mulliken charge in e.
CARTESIAN COORDINATES (ANGSTROEM)
C (-3.31725, -1.57896, -1.69297)  -0.8944
C (-2.63584, -0.62038, -2.64030)  0.4026
O (-1.85207, -1.03742, -3.45915)  -0.5848
N (-2.90345, 0.78245, -2.53806)  0.5009
C (-4.31532, 1.09127, -2.67738)  -1.1804
C (-2.16811, 1.59779, -1.51634)  0.6634
C (-1.69114, 2.85425, -2.25805)  -1.3632
C (-1.01353, 3.92948, -1.44511)  -0.2554
F (0.28115, 3.58504, -1.07686)  -0.3394
N (-2.96601, 2.04418, -0.38713)  -0.0533
P (-3.54261, 0.98091, 0.83757)  0.5039
C (-5.08166, 1.96020, 1.15543)  -1.3870
C (-2.63035, 1.52892, 2.34205)  -1.1853
C (-0.94434, 0.74928, -0.98377)  0.1808
O (0.00826, 0.62631, -1.74733)  -0.7861
O (-1.13223, 0.28693, 0.16755)  -0.7663
H (-4.36014, -1.36093, -1.47191)  0.4454
H (-2.77273, -1.49808, -0.74685)  0.1748
H (-3.17254, -2.58307, -2.08513)  0.2240
H (-4.76639, 0.39735, -3.38960)  0.4542
H (-4.44330, 2.09733, -3.08685)  0.2509
H (-4.88979, 1.02470, -1.74265)  0.2825
H (-1.05079, 2.53076, -3.07836)  0.3845
H (-2.57401, 3.34203, -2.69876)  0.3520
H (-1.56150, 4.14826, -0.52700)  0.2448
H (-0.91191, 4.83817, -2.03886)  0.2912
H (-3.63400, 2.75421, -0.65880)  0.4788
H (-5.58635, 1.55790, 2.03452)  0.3318
H (-4.88327, 3.02844, 1.31334)  0.3456
H (-5.75102, 1.87108, 0.29432)  0.3388
H (-2.34896, 0.63303, 2.89912)  0.2278
H (-1.70886, 2.01866, 2.03594)  0.4193
H (-3.22450, 2.17426, 2.99559)  0.3647
C (-6.27286, 0.31494, 7.43862)  -0.8269
C (-5.97807, 0.53526, 5.95004)  0.9938
C (-5.01469, -0.44155, 5.26580)  0.0696
F (-3.79167, -0.36085, 5.82843)  -0.2355
F (-4.92181, -0.11092, 3.96625)  -0.1951
F (-5.58372, 1.80317, 5.73383)  -0.2689
F (-7.17703, 0.34839, 5.31400)  -0.3384
O (-5.55411, 1.12255, 8.34934)  -0.3940
C (-4.36314, 0.73686, 8.88515)  0.8061
C (-3.24865, 1.75294, 8.58596)  0.1837
F (-3.06917, 1.87268, 7.26104)  -0.1941
F (-2.09890, 1.30648, 9.14208)  -0.2586
F (-4.00704, -0.50422, 8.51404)  -0.2864
F (-4.50712, 0.72493, 10.23762)  -0.3128
H (-7.30949, 0.62475, 7.56051)  0.3994
H (-6.21052, -0.74308, 7.69495)  0.3383
H (-5.38474, -1.46743, 5.34870)  0.2831
H (-3.50830, 2.72332, 9.01316)  0.2390
C (1.21163, -5.42047, -3.04120)  -0.8600
C (-0.18145, -5.19009, -3.63743)  0.8989
C (-1.09821, -4.22371, -2.88665)  0.1313
F (-1.37792, -4.72705, -1.65996)  -0.2591
F (-2.25276, -4.08273, -3.56306)  -0.2709
F (-0.80740, -6.37199, -3.84008)  -0.2945
F (0.03551, -4.61870, -4.85783)  -0.3193
O (1.37394, -6.58947, -2.25547)  -0.3570
C (1.17811, -6.60184, -0.91617)  0.7900
C (0.15802, -7.67306, -0.50078)  0.1848
F (-1.03676, -7.42643, -1.06442)  -0.2213
F (0.01490, -7.64150, 0.84519)  -0.2719
F (0.86533, -5.40107, -0.41298)  -0.2782
F (2.36090, -6.97228, -0.32902)  -0.2983
H (1.86182, -5.58108, -3.89915)  0.4579
H (1.56349, -4.52844, -2.52229)  0.3841
H (-0.63699, -3.23621, -2.78913)  0.3097
H (0.51374, -8.65909, -0.80545)  0.2479
C (2.58494, 7.11429, -2.44039)  -0.6698
C (1.24353, 7.43153, -3.11287)  0.8462
C (1.24299, 7.65515, -4.62815)  0.0791
F (1.98723, 8.73634, -4.94948)  -0.2389
F (-0.02524, 7.88076, -5.03516)  -0.2638
F (0.63853, 8.46866, -2.49843)  -0.2904
F (0.48498, 6.31568, -2.92664)  -0.3255
O (3.24374, 8.20041, -1.81364)  -0.3819
C (4.14077, 8.98457, -2.46319)  0.8146
C (3.73125, 10.46595, -2.42533)  0.1951
F (2.54135, 10.64190, -3.02875)  -0.2213
F (4.65896, 11.19319, -3.09171)  -0.2600
F (4.37509, 8.57872, -3.72406)  -0.2881
F (5.32249, 8.91205, -1.79408)  -0.3108
H (2.32900, 6.43711, -1.62699)  0.3713
H (3.24519, 6.57532, -3.11992)  0.3546
H (1.63297, 6.77562, -5.14590)  0.3119
H (3.67393, 10.80769, -1.39061)  0.2381
C (6.88463, -4.35010, -0.13466)  -0.7692
C (6.07401, -4.84974, -1.33577)  0.8529
C (5.19167, -6.08486, -1.13022)  0.1384
F (5.94593, -7.16526, -0.83287)  -0.2559
F (4.53543, -6.33132, -2.28547)  -0.2477
F (6.87868, -5.02952, -2.40333)  -0.2883
F (5.19804, -3.84411, -1.63085)  -0.3153
O (8.24435, -4.73872, -0.09065)  -0.3955
C (8.66045, -5.87178, 0.53548)  0.8252
C (9.42529, -6.80014, -0.42212)  0.1866
F (8.63500, -7.17711, -1.44333)  -0.2135
F (9.80563, -7.90716, 0.25697)  -0.2592
F (7.65960, -6.52408, 1.15042)  -0.2883
F (9.55396, -5.51132, 1.49438)  -0.3103
H (6.91310, -3.26833, -0.25369)  0.4427
H (6.36804, -4.56585, 0.80085)  0.3336
H (4.46651, -5.91550, -0.33297)  0.3184
H (10.30765, -6.28737, -0.80874)  0.2414

Forces on atoms 1 to 2 (eV/Å):
C 0.366 -0.108 0.071
C 0.222 -0.045 -0.097

Computed properties:
Kohn-Sham gap in eV: 6.5
Charge: -1
E_LUMO in eV: 1.979



(2)
Here is a structure of composition C21H37Cl8CuO10 in a non-equilibrium geometry from the Open Molecules 2025 dataset. Energies are from the ωB97M-V functional and the def2-TZVPD basis.

Last column: Mulliken charge in e.
CARTESIAN COORDINATES (ANGSTROEM)
Cu (11.41348, 9.48823, -7.28759)  -0.2203
C (8.53402, 10.20947, -9.04305)  0.5658
O (9.34430, 9.45296, -8.18964)  0.0854
H (8.84220, 10.01321, -10.06999)  0.0367
H (7.48273, 9.92322, -9.07379)  -0.0622
H (8.55380, 11.28974, -8.89901)  -0.3095
C (6.46179, 8.57380, -6.19643)  -0.8168
C (6.96568, 7.59843, -5.19442)  0.2193
C (8.26843, 6.79240, -5.46289)  -0.1327
O (8.73534, 6.76622, -4.10743)  -0.3749
C (8.16350, 7.62517, -3.31864)  0.7130
O (8.57558, 7.82551, -2.16062)  -0.6500
O (7.17107, 8.19698, -3.97238)  -0.3877
H (5.65482, 9.17396, -5.77604)  0.3596
H (6.07647, 8.09850, -7.09849)  0.1838
H (7.28214, 9.25250, -6.42987)  0.1048
H (6.18211, 6.85420, -5.05217)  0.3202
H (8.96695, 7.26222, -6.15531)  0.0372
H (8.08780, 5.76292, -5.77213)  0.3465
C (12.41016, 10.53967, -1.52473)  -1.4637
C (11.20347, 10.97100, -2.32517)  0.5530
C (11.40666, 12.23566, -3.23039)  -0.5264
O (10.49058, 12.02825, -4.32585)  -0.2491
C (10.29754, 10.71190, -4.43289)  0.3255
O (9.68127, 10.14516, -5.32224)  -0.3332
O (10.85488, 10.08716, -3.38501)  -0.3841
H (12.22098, 9.59045, -1.02345)  0.3552
H (12.60496, 11.27063, -0.73997)  0.3874
H (13.24319, 10.44664, -2.22151)  0.3542
H (10.41402, 11.10891, -1.58636)  0.2753
H (12.35494, 12.26840, -3.76685)  0.3314
H (10.98161, 13.11340, -2.74358)  0.2866
C (2.96069, 12.89697, -7.29544)  -1.3291
C (3.15563, 11.82554, -8.36981)  0.5163
C (4.29502, 10.80975, -8.10595)  -0.0017
O (3.65090, 9.57946, -8.04999)  -0.2077
C (2.31707, 9.66454, -8.21299)  0.5384
O (1.50025, 8.76503, -8.12736)  -0.5609
O (1.99665, 11.00156, -8.35646)  -0.3903
H (2.56106, 12.45967, -6.38047)  0.3790
H (2.37691, 13.80334, -7.45608)  0.3531
H (3.94374, 13.22954, -6.96209)  0.2020
H (3.18017, 12.34915, -9.32550)  0.2806
H (4.75820, 11.06853, -7.15380)  0.1581
H (4.96855, 10.72163, -8.95842)  0.0778
Cl (6.30291, 5.29063, -10.64079)  -0.1723
C (6.38418, 6.99251, -10.13176)  0.1401
C (5.39907, 7.75688, -10.99703)  -0.1558
Cl (3.70321, 7.30151, -10.67842)  -0.1690
H (7.38925, 7.41360, -10.15673)  -0.0600
H (6.05802, 6.89613, -9.09618)  0.0685
H (5.58862, 7.69347, -12.06855)  0.3829
H (5.44202, 8.79352, -10.66289)  -0.0225
Cl (10.60987, 6.05781, -14.34099)  -0.1780
C (10.74049, 7.12155, -12.96761)  -0.2940
C (9.42147, 7.30976, -12.29636)  0.0106
Cl (8.45475, 8.42587, -13.30742)  -0.1721
H (11.23356, 8.07380, -13.16300)  0.0870
H (11.41909, 6.55570, -12.32931)  0.3294
H (9.46691, 7.71031, -11.28365)  -0.2617
H (8.82812, 6.39766, -12.23224)  0.4638
Cl (11.37150, 10.84819, -13.70323)  -0.1598
C (11.51396, 10.69856, -11.94637)  0.2160
C (11.16484, 12.06065, -11.26326)  -0.4173
Cl (12.29356, 13.34723, -11.83129)  -0.1888
H (12.53415, 10.41054, -11.69266)  0.3724
H (10.84560, 9.92876, -11.56062)  -0.3142
H (11.27726, 11.87353, -10.19534)  0.2012
H (10.12735, 12.38670, -11.33688)  0.3394
Cl (6.28387, 13.53870, -8.70713)  -0.2036
C (7.55116, 13.66664, -7.45663)  -0.4278
C (7.49539, 15.07018, -6.85210)  -0.5140
Cl (8.81319, 15.21280, -5.68097)  -0.1800
H (8.48838, 13.37181, -7.92866)  0.4345
H (7.22294, 12.84860, -6.81539)  0.2269
H (6.59396, 15.38846, -6.32843)  0.3342
H (7.67910, 15.80589, -7.63510)  0.3384

Forces on atoms 1 to 2 (eV/Å):
Cu -0.766 0.107 -0.254
C 0.000 -0.213 0.231

Computed properties:
Multiplicity: 3
Expectation value of S²: 2.008
Kohn-Sham gap (spin up / spin down) in eV: 6.7 / 6.6
E_LUMO (spin up / spin down) in eV: 0.032 / -2.928



(3)
Here is the molecule C21H23N3O5S in a non-equilibrium geometry from the Open Molecules 2025 dataset. Energies are from the ωB97M-V functional and the def2-TZVPD basis.

Last column: Mulliken charge in e.
CARTESIAN COORDINATES (ANGSTROEM)
C (-1.99710, 4.55216, -1.83687)  -0.8320
H (-0.99153, 4.45819, -2.25932)  0.3150
O (-1.99171, 4.35727, -0.44246)  -0.4727
C (-1.57749, 3.15920, 0.04708)  0.8928
C (-1.13912, 2.09036, -0.72780)  -0.6536
C (-0.71045, 0.92439, -0.11773)  -0.2255
C (-0.71575, 0.80623, 1.26358)  -1.1904
C (-1.17075, 1.86700, 2.04025)  -0.1806
C (-1.59622, 3.03026, 1.43812)  -0.9409
H (-1.94123, 3.86677, 2.02474)  0.4376
H (-1.15714, 1.78197, 3.11554)  0.4763
N (-0.17273, -0.36782, 1.85469)  0.9566
S (1.35421, -0.09592, 2.53868)  1.3925
O (1.30920, 0.93590, 3.53448)  -0.7133
O (1.82294, -1.38685, 2.95769)  -0.7368
C (2.16894, 0.53658, 1.07257)  0.2145
C (2.20663, 1.91676, 0.99874)  -0.5923
C (2.65420, 2.56066, -0.14551)  0.7301
C (3.07481, 1.77043, -1.20927)  -0.7866
C (3.05021, 0.39191, -1.12268)  -0.8019
C (2.58607, -0.26382, 0.01683)  1.2472
C (2.56283, -1.75887, 0.04847)  -2.1302
H (3.53309, -2.14444, -0.26145)  0.6092
H (2.35049, -2.12426, 1.04761)  0.3561
H (1.82524, -2.15039, -0.65561)  0.3454
H (3.38496, -0.20274, -1.95999)  0.4736
H (3.42690, 2.24005, -2.11658)  0.3618
C (2.66231, 4.05553, -0.21666)  -1.4729
H (2.93946, 4.39816, -1.21027)  0.3660
H (1.67812, 4.44838, 0.03298)  0.2823
H (3.37239, 4.46275, 0.50150)  0.3467
H (1.86943, 2.47877, 1.85532)  0.5753
C (-1.06905, -1.25400, 2.56501)  -0.7901
H (-1.87120, -0.72368, 3.08888)  0.3059
C (-1.68558, -2.28156, 1.61260)  0.6249
O (-2.77522, -2.77517, 1.77203)  -0.6719
N (-0.83571, -2.56400, 0.58938)  0.1526
C (-1.05479, -3.39484, -0.47949)  0.5389
N (-0.17547, -3.45441, -1.45569)  -0.2961
O (-0.65404, -4.35123, -2.35782)  -0.2871
C (-1.83199, -4.83601, -1.92758)  0.2894
C (-2.14862, -4.26398, -0.73005)  -0.3504
H (-3.00339, -4.41086, -0.10746)  0.4575
C (-2.53016, -5.83874, -2.76665)  -1.2049
H (-3.47216, -6.11262, -2.30256)  0.3124
H (-2.71802, -5.43194, -3.75882)  0.3127
H (-1.91089, -6.72701, -2.88081)  0.3071
H (0.03891, -2.05064, 0.58730)  -0.4256
H (-0.46754, -1.79725, 3.30098)  0.5286
H (-0.35993, 0.10337, -0.72424)  0.5430
H (-1.11757, 2.15268, -1.80385)  0.4295
H (-2.35880, 5.56765, -1.98965)  0.2514
H (-2.66997, 3.84967, -2.33816)  0.3229

Forces on atoms 1 to 2 (eV/Å):
C -0.003 0.034 -0.236
H -0.036 -0.010 0.014

Computed properties:
Structure (SMILES): COc1ccc(N(CC(=O)Nc2cc(C)on2)S(=O)(=O)c2cc(C)ccc2C)cc1
Kohn-Sham gap in eV: 9.4
Energy relative to the best compared isomer or geometry (same formula, charge and spin) in kJ/mol: 378.5
E_LUMO in eV: 0.576



(4)
Here is a cluster of 3 separate species, C3H12N2O2 in total in a non-equilibrium geometry from the Open Molecules 2025 dataset. Energies are from the ωB97M-V functional and the def2-TZVPD basis.

Last column: Mulliken charge in e.
CARTESIAN COORDINATES (ANGSTROEM)
C (-1.68502, 1.00337, 0.81894)  -1.1040
C (-0.61476, 0.06866, 0.42119)  0.2596
C (-0.55012, -1.22656, 0.63134)  -0.1719
N (0.57576, -2.00519, 0.88528)  -0.4988
N (0.28224, 0.78768, -0.39467)  -0.5982
H (-1.31406, 2.08037, 0.90797)  0.3210
H (-2.58778, 1.06600, -0.00106)  0.1992
H (-2.15042, 0.79199, 1.89076)  0.2854
H (-1.53947, -1.81975, 0.79117)  0.2576
H (1.47936, -1.53143, 1.08477)  0.2385
H (0.32656, -2.77394, 1.52892)  0.2601
H (0.00253, 1.28021, -1.23942)  0.2109
H (0.58284, 1.49104, 0.29595)  0.3904
H (2.26372, 0.62343, 0.14271)  0.3393
H (3.69895, 0.75365, 0.63380)  0.3038
O (2.85405, 0.46582, 0.91422)  -0.6660
H (-0.12460, -0.88379, -2.76120)  0.3146
H (-1.19177, 0.01328, -3.15165)  0.3114
O (-0.30800, -0.18484, -3.39903)  -0.6529

Forces on atoms 1 to 2 (eV/Å):
C -4.288 0.842 0.960
C -1.549 1.754 -2.156

Computed properties:
Structure (SMILES): C/C(N)=C/N.O.O
Kohn-Sham gap in eV: 8.3
Energy relative to the best compared isomer or geometry (same formula, charge and spin) in kJ/mol: 281.1
E_LUMO in eV: 0.688